# 1
ORCA calculation (wB97M-V/def2-TZVPD) on a 5-piece molecular cluster, C17H35O13 overall.

Computed properties:
Max |F| (eV/A): 5.20
E_HOMO (eV): -1.5436
2S+1: 1
Frontier orbital gap (eV): 3.5
LUMO level (hartree): 0.0727
Electronic energy (a.u.): -1646.73976
Charge: -1
ΔE to the lowest compared entry with this formula, charge and spin (kJ/mol): 378.9

Each line ends with the Mulliken charge.
CARTESIAN COORDINATES (ANGSTROEM)
1 C -0.3363 -3.3301 1.2661  -0.58
2 O 0.7882 -2.4953 1.3388  -0.90
3 H -1.1252 -2.9395 0.6233  0.15
4 H -0.0485 -4.2052 0.6835  0.16
5 H -0.9424 -3.5966 2.1320  0.17
6 C -1.3879 -1.3853 -6.2534  -1.17
7 C -0.2599 -0.6478 -5.4757  -0.20
8 O 0.3115 0.2570 -6.4178  -0.24
9 C 1.4079 0.9719 -6.0988  0.73
10 O 1.8916 1.2138 -5.0092  -0.56
11 O 1.9112 1.3658 -7.2540  -0.34
12 C 3.1287 2.1674 -7.3051  -0.66
13 H -2.0554 -0.7152 -6.7950  0.31
14 H -1.9492 -2.0573 -5.6042  0.38
15 H -0.9874 -2.0119 -7.0503  0.30
16 H 0.4541 -1.4199 -5.1890  0.28
17 H -0.6048 -0.2165 -4.5359  0.33
18 H 4.0521 1.6122 -7.1399  0.28
19 H 3.1515 2.8198 -6.4322  0.33
20 H 3.1580 2.7274 -8.2398  0.23
21 C 3.8184 8.1941 5.2941  -0.95
22 C 4.3955 6.8862 5.9610  -0.33
23 O 3.3638 6.0305 6.4558  -0.31
24 C 3.0811 4.8814 5.7756  0.73
25 O 3.7118 4.4851 4.7843  -0.57
26 O 1.9566 4.3750 6.2928  -0.32
27 C 1.3584 3.1873 5.6511  -0.60
28 H 4.7259 8.7734 5.1241  0.33
29 H 3.2590 8.6903 6.0871  0.26
30 H 3.2082 7.9526 4.4238  0.29
31 H 4.9273 7.0717 6.8942  0.30
32 H 5.0866 6.4240 5.2561  0.33
33 H 0.4674 2.9663 6.2387  0.22
34 H 2.0078 2.3134 5.7008  0.30
35 H 1.0899 3.3829 4.6129  0.30
36 C -8.0036 -0.3660 3.0239  -1.14
37 C -8.2003 -0.6127 4.5295  -0.17
38 O -9.3850 -0.0068 4.9862  -0.26
39 C -9.8929 -0.1324 6.2811  0.70
40 O -9.4011 -0.8959 7.1636  -0.57
41 O -10.9471 0.7202 6.3283  -0.27
42 C -11.7137 0.7436 7.4898  -0.68
43 H -8.9014 -0.6544 2.4770  0.29
44 H -7.1698 -0.8145 2.4837  0.38
45 H -7.9285 0.7060 2.8418  0.29
46 H -7.4239 -0.2398 5.1975  0.29
47 H -8.4534 -1.6356 4.8082  0.29
48 H -12.2932 1.6396 7.7119  0.26
49 H -11.2178 0.5614 8.4432  0.31
50 H -12.4759 -0.0046 7.2721  0.29
51 C 3.6397 -6.4214 -5.0236  -0.95
52 C 4.8536 -6.1239 -4.1539  -0.28
53 O 5.8108 -5.5915 -5.0355  -0.30
54 C 6.2151 -4.2738 -5.1055  0.69
55 O 5.7561 -3.3740 -4.3364  -0.57
56 O 7.4040 -4.2245 -5.8561  -0.29
57 C 8.0509 -2.9712 -6.0201  -0.68
58 H 2.7982 -6.3803 -4.3320  0.31
59 H 3.5992 -7.3970 -5.5080  0.31
60 H 3.5939 -5.6634 -5.8055  0.28
61 H 5.3479 -7.0605 -3.8959  0.20
62 H 4.8119 -5.5082 -3.2554  0.40
63 H 8.9196 -3.0570 -6.6729  0.27
64 H 8.2796 -2.2619 -5.2246  0.31
65 H 7.3109 -2.4286 -6.6084  0.30

Cartesian forces, eV/Å:
C 1.92 1.46 -1.39
O -1.37 -0.60 0.75
H -0.76 0.74 -0.66
H -0.13 -1.24 0.19
H 0.30 -0.37 1.12
C 0.42 0.23 0.01
C -0.88 -1.47 -0.36
O 0.39 0.46 0.42
C 0.63 -0.09 1.32
O -0.95 -0.52 -1.07
O 1.17 0.69 -1.63
C -0.41 0.05 1.48
H -0.14 0.27 0.46
H -0.05 0.24 0.14
H 0.43 -0.04 0.11
H 0.38 0.22 -0.02
H -0.04 0.56 -0.31
H -0.28 -0.71 -0.49
H -0.38 0.41 -0.19
H -0.27 -0.29 0.14
C 0.85 -1.56 1.92
C -0.15 0.75 -0.26
O -0.63 -1.33 -0.68
C 0.78 0.31 -2.32
O -1.55 0.59 2.51
O 0.24 -0.67 -0.43
C 0.33 0.32 0.32
H -0.29 0.28 -0.62
H -0.32 0.20 -0.36
H 0.26 0.25 0.01
H 0.31 0.65 -0.29
H -0.33 -0.52 0.12
H 0.11 0.26 -0.06
H 0.24 0.29 -0.02
H 0.16 0.17 0.13
C -0.86 0.76 0.19
C 0.23 -1.50 0.88
O -2.97 2.07 1.59
C 2.82 -1.96 0.09
O -2.34 3.13 -3.08
O 2.11 0.00 -0.39
C -1.78 -1.08 1.28
H -0.12 -0.23 0.16
H 0.18 -0.32 0.79
H 0.12 0.14 0.15
H 0.52 -0.20 -0.45
H 1.21 -0.62 -0.54
H 0.52 0.63 -1.07
H 0.54 -0.51 -0.42
H -0.17 -0.29 0.81
C -0.75 0.43 1.19
C 0.62 -0.75 -0.56
O 2.92 2.65 -2.32
C -0.08 0.88 4.29
O 1.80 -3.00 -3.84
O -1.73 -0.90 1.79
C -1.43 1.58 -1.70
H -0.51 0.16 -0.46
H 0.54 -0.03 0.18
H -0.40 0.07 0.23
H -0.24 -0.11 0.46
H -0.82 0.14 -0.23
H -0.03 -0.69 0.29
H -0.11 -1.03 0.92
H 0.23 0.61 -0.25


# 2
ORCA calculation (wB97M-V/def2-TZVPD) on C17H36B3NO11P2 as an isolated structure.

Computed properties:
Max |F| (eV/A): 6.73
E_HOMO (eV): -9.7726
2S+1: 1
Frontier orbital gap (eV): 10.2
LUMO level (hartree): 0.0145
Electronic energy (a.u.): -2309.36976
ΔE to the lowest compared entry with this formula, charge and spin (kJ/mol): 0.0

Each line ends with the Mulliken charge.
CARTESIAN COORDINATES (ANGSTROEM)
1 B -4.5042 -1.1004 -3.7876  0.64
2 O -5.7894 -0.6406 -4.0083  -0.52
3 B -5.7145 0.7127 -4.2751  0.54
4 O -4.6331 1.4385 -3.7869  -0.46
5 B -3.4160 0.8190 -4.0867  0.41
6 C -2.1061 1.6505 -3.9259  0.41
7 C -2.1960 3.0439 -3.8876  -0.34
8 C -0.9940 3.7128 -3.7048  -0.49
9 C 0.1552 2.9416 -3.5816  -0.24
10 N 0.2568 1.6248 -3.6482  -0.53
11 C -0.8992 0.9675 -3.8247  -0.54
12 O -3.4546 -0.5126 -4.4855  -0.33
13 H -4.3038 -1.9358 -2.9677  -0.09
14 H -6.5385 1.3004 -4.8951  -0.10
15 H -3.1394 3.5641 -3.9782  0.44
16 H -0.9561 4.7920 -3.6407  0.40
17 H 1.0845 3.4821 -3.4095  0.35
18 H -0.8524 -0.1140 -3.8810  0.44
19 O -0.3462 3.8726 0.3174  -0.81
20 P -1.4634 3.6325 1.2662  1.13
21 O -0.7815 3.7325 2.7447  -0.26
22 C -0.2196 4.9756 3.1664  -0.33
23 C -1.2920 5.9838 3.5387  -0.94
24 O -1.6166 2.0074 1.1239  -0.37
25 C -1.3294 1.3522 -0.1155  0.02
26 C -0.0427 0.5654 -0.0132  -1.18
27 O -2.9960 3.8227 1.7373  -0.35
28 C -3.8020 2.8178 2.3661  -0.14
29 C -3.3951 2.5100 3.7880  -0.94
30 H 0.4337 5.3747 2.3859  0.27
31 H 0.4016 4.7583 4.0352  0.31
32 H -1.8938 6.2562 2.6680  0.27
33 H -0.8415 6.8916 3.9418  0.41
34 H -1.9716 5.5677 4.2823  0.18
35 H -1.2851 2.0689 -0.9366  0.02
36 H -2.1597 0.6696 -0.3199  0.33
37 H 0.7809 1.1990 0.3168  0.31
38 H 0.2151 0.1261 -0.9783  0.29
39 H -0.1331 -0.2363 0.7209  0.36
40 H -3.8548 1.9173 1.7592  0.21
41 H -4.8129 3.2309 2.3720  0.36
42 H -2.4548 1.9617 3.8246  0.27
43 H -4.1615 1.8958 4.2634  0.41
44 H -3.2711 3.4258 4.3656  0.17
45 O 1.8512 -2.5277 1.0234  -0.70
46 P 3.1351 -3.2712 1.0354  1.00
47 O 3.4184 -3.6373 -0.5276  -0.27
48 C 3.6364 -2.5745 -1.4596  -0.18
49 C 5.0141 -1.9577 -1.3018  -0.97
50 O 2.6104 -4.7361 1.5622  -0.37
51 C 1.5032 -4.8363 2.4602  -0.33
52 C 0.2954 -5.3863 1.7316  -1.15
53 O 4.6339 -3.5097 1.5810  -0.33
54 C 5.2440 -4.7873 1.8067  -0.17
55 C 5.5802 -5.5361 0.5384  -0.92
56 H 2.8572 -1.8155 -1.3504  0.16
57 H 3.5361 -3.0072 -2.4547  0.31
58 H 5.1171 -1.4708 -0.3287  0.26
59 H 5.1913 -1.2129 -2.0784  0.42
60 H 5.7889 -2.7221 -1.3632  0.19
61 H 1.2784 -3.8734 2.9176  0.36
62 H 1.7969 -5.5187 3.2620  0.32
63 H 0.0681 -4.7890 0.8488  0.27
64 H -0.5805 -5.3996 2.3823  0.38
65 H 0.4915 -6.4033 1.3883  0.31
66 H 4.6506 -5.3937 2.4865  0.22
67 H 6.1710 -4.5660 2.3395  0.35
68 H 4.6836 -5.9079 0.0443  0.27
69 H 6.2132 -6.3925 0.7759  0.41
70 H 6.1083 -4.8938 -0.1658  0.17

Cartesian forces, eV/Å:
B -0.20 -0.94 -0.18
O 0.81 0.67 -0.12
B -0.70 0.54 0.25
O 0.15 -0.63 -0.73
B 0.24 0.74 -0.02
C -1.51 -1.10 -0.45
C 1.23 -0.14 0.27
C -0.73 -0.26 -0.06
C 0.88 0.94 0.15
N -0.47 -0.51 -0.01
C 0.47 1.10 0.05
O -0.07 0.22 1.07
H 0.02 -0.20 -0.21
H -0.19 -0.16 0.10
H -0.05 -0.11 0.00
H 0.16 -0.04 0.02
H 0.02 -0.17 -0.03
H -0.05 0.03 0.00
O -1.92 2.75 -0.85
P 1.71 -5.80 2.86
O -0.41 0.42 -0.49
C 0.12 0.27 0.14
C -0.09 -0.04 -0.12
O -0.30 0.47 0.09
C 0.26 -0.25 -0.11
C 0.12 -0.10 0.18
O 0.72 2.24 -1.68
C -0.89 -0.31 0.21
C 0.43 -0.07 0.01
H -0.01 -0.07 -0.03
H -0.03 -0.15 -0.04
H 0.03 0.05 0.02
H 0.02 -0.01 -0.02
H 0.04 0.00 0.05
H 0.05 0.06 0.06
H -0.08 0.07 0.10
H -0.04 0.12 -0.15
H 0.00 0.01 0.01
H -0.04 -0.04 -0.05
H 0.32 0.04 -0.09
H 0.13 0.25 -0.09
H 0.01 0.02 -0.03
H -0.07 0.04 -0.08
H -0.08 0.01 0.00
O 1.92 2.52 1.30
P -1.78 -6.12 -2.16
O 0.24 0.56 0.52
C 0.07 0.22 -0.24
C 0.00 -0.02 0.16
O 0.43 0.33 0.11
C -0.27 -0.15 -0.09
C -0.03 -0.09 -0.14
O -0.71 2.76 0.40
C 0.70 -0.50 0.44
C -0.35 0.00 -0.25
H -0.03 -0.05 0.05
H -0.05 -0.13 0.08
H 0.00 0.05 -0.05
H -0.04 0.00 0.00
H -0.01 -0.01 -0.06
H 0.01 0.05 -0.11
H 0.10 0.00 -0.04
H 0.01 0.14 0.09
H 0.02 -0.01 0.02
H -0.01 -0.02 0.05
H -0.28 0.12 -0.14
H -0.06 0.29 -0.07
H -0.02 0.04 0.00
H 0.03 0.06 0.10
H 0.06 0.00 0.05


# 3
ORCA calculation (wB97M-V/def2-TZVPD) on C17H36BrNO9P2S2 as an isolated structure.

Computed properties:
Max |F| (eV/A): 4.18
E_HOMO (eV): -8.0887
2S+1: 1
Frontier orbital gap (eV): 8.0
LUMO level (hartree): -0.0021
Electronic energy (a.u.): -5454.22250

Each line ends with the Mulliken charge.
CARTESIAN COORDINATES (ANGSTROEM)
1 C 1.2434 3.4573 3.6888  -1.41
2 C 0.4596 2.2832 2.9805  0.01
3 C 0.0063 2.6727 1.5226  -1.66
4 C -0.6424 1.5049 0.7176  -0.10
5 C -0.0979 1.1119 -0.7011  2.68
6 P 1.7578 1.5614 -1.0248  0.09
7 C 2.7933 1.6022 0.5313  -0.71
8 O 1.8915 3.2175 -1.4939  -0.42
9 C -0.1255 -0.4828 -0.9650  1.20
10 C -1.5951 -1.1079 -1.1230  -2.22
11 C -2.6702 -0.8393 -0.0431  0.39
12 C -3.5125 -2.1857 0.1532  -0.98
13 S -3.1959 -2.9640 1.7936  1.08
14 O -4.1583 -4.0888 1.9059  -0.64
15 O -1.7833 -3.3482 1.9836  -0.53
16 O -3.7151 -1.8328 2.8967  -0.49
17 C 0.3627 -1.3630 0.2464  -2.68
18 N 1.6345 -1.0666 0.8865  0.40
19 C 1.5634 -1.2697 2.3625  -1.19
20 C 0.6249 -1.0171 -2.2522  -0.21
21 C 2.0993 -1.5569 -2.0567  -1.12
22 C 2.1567 -3.1337 -1.8881  -0.40
23 C 3.3026 -3.5770 -0.8849  -1.30
24 O 0.7060 -0.2161 -3.4414  -0.52
25 S -0.5997 0.6745 -3.8320  0.75
26 O -0.4781 0.9456 -5.2848  -0.68
27 O -0.2630 2.1206 -3.0500  -0.44
28 C -0.8904 1.9941 -1.7371  -0.21
29 Br -1.0747 3.9423 -1.1959  -0.06
30 P -2.7255 1.6633 -2.1125  0.21
31 O -3.7103 2.2825 -0.8576  -0.51
32 O -3.1379 2.6600 -3.4277  -0.49
33 H 1.8761 3.0399 4.4984  0.37
34 H 1.8269 3.9923 2.9141  0.28
35 H 0.4826 4.1203 4.1472  0.36
36 H 1.0327 1.3349 3.0147  -0.14
37 H -0.4596 2.1153 3.5926  0.45
38 H 0.7908 3.2549 0.9855  0.48
39 H -0.7922 3.4352 1.7073  0.65
40 H -0.7193 0.6630 1.4467  -0.18
41 H -1.7198 1.7763 0.5618  0.52
42 H 3.2701 2.5889 0.7432  0.40
43 H 2.3039 1.2749 1.4661  -0.11
44 H 3.6438 0.8967 0.3645  0.40
45 H 2.7697 3.2347 -1.8872  0.39
46 H -2.0335 -0.9451 -2.1307  0.44
47 H -1.4156 -2.2133 -1.1179  1.10
48 H -2.3256 -0.5776 0.9759  -0.27
49 H -3.4557 -0.0914 -0.2964  0.22
50 H -3.3865 -2.9022 -0.6788  0.48
51 H -4.5994 -1.9391 0.1834  0.43
52 H -2.9416 -1.2841 3.1020  0.38
53 H -0.3712 -1.3852 1.0862  0.56
54 H 0.3870 -2.4368 -0.0791  0.06
55 H 2.4008 -1.6675 0.6026  0.11
56 H 0.7302 -0.7098 2.8264  0.31
57 H 2.5399 -0.9977 2.8122  0.37
58 H 1.3776 -2.3656 2.5181  0.40
59 H 0.1042 -1.9542 -2.5873  0.33
60 H 2.6539 -1.3863 -3.0102  0.56
61 H 2.6861 -1.0133 -1.2966  0.16
62 H 1.1688 -3.5713 -1.6342  0.33
63 H 2.4389 -3.5859 -2.8673  0.57
64 H 4.0078 -4.2520 -1.4219  0.35
65 H 2.9221 -4.1324 -0.0057  0.26
66 H 3.9051 -2.6823 -0.6127  0.36
67 H -4.0290 3.1590 -1.1064  0.39
68 H -3.2960 3.5622 -3.1143  0.36

Cartesian forces, eV/Å:
C -0.78 -0.93 -0.44
C -0.11 0.40 0.03
C -0.36 0.79 0.91
C -1.16 -0.01 0.62
C 0.68 0.87 0.72
P 1.50 0.37 -0.68
C 0.43 0.00 0.98
O -0.63 -1.18 0.96
C -1.31 -0.63 -0.22
C 0.15 -0.20 -0.08
C -1.35 -1.36 0.39
C -0.39 1.48 0.56
S -1.11 -4.03 -0.08
O 1.75 2.86 -0.12
O -2.11 1.89 -0.18
O 1.11 -0.97 -1.47
C 0.38 -0.94 0.53
N 0.05 0.75 1.11
C 0.10 -1.00 -0.65
C 1.24 -1.74 0.14
C 0.10 -0.60 -0.81
C 0.80 0.06 0.16
C -0.14 -0.07 -0.86
O -0.53 1.38 -0.17
S 0.27 -0.04 -3.07
O 0.20 -0.30 2.87
O -0.29 -1.35 0.69
C 0.06 1.93 -0.34
Br 0.50 -0.30 -0.10
P -2.78 -0.82 -0.73
O 1.34 -0.28 -1.37
O 0.70 -0.73 2.12
H -0.20 0.46 -0.55
H -0.09 -0.13 0.73
H 0.66 -0.06 -0.31
H -0.20 0.64 -0.15
H 0.53 -0.15 -0.49
H -0.37 -0.77 0.27
H 0.57 -0.47 -0.34
H 0.47 0.28 -0.90
H 0.79 -0.19 0.20
H -0.61 -0.40 -0.48
H 0.22 0.20 -0.68
H -0.73 0.39 0.01
H 0.00 0.15 -0.28
H 0.28 0.27 0.67
H 0.03 0.84 0.15
H 0.26 0.08 -0.81
H 0.97 -0.27 -0.07
H 0.24 0.01 0.84
H 0.74 -0.31 0.23
H -0.06 0.06 0.19
H 0.20 0.25 -0.99
H -0.33 0.88 -0.08
H -0.37 0.11 -0.45
H 0.54 -0.17 -0.31
H -0.65 -0.05 -0.13
H 0.09 0.80 0.46
H -0.03 0.87 0.48
H -0.62 0.31 0.65
H -0.57 -0.37 -0.28
H 0.62 0.28 0.07
H -0.46 0.45 0.55
H -0.48 0.36 0.50
H 0.25 0.53 -0.32
H -0.40 -0.65 0.18
H 0.05 0.21 0.35
H 0.32 0.27 -0.32